Record 1
The following is a DFT calculation (wB97M-V/def2-TZVPD) of a molecular structure, C31H49NO4P2W at a distorted geometry.

Last column: Mulliken charge in e.
Element x y z (Å)
W: -0.519 -0.243 -2.120  -0.472
C: -1.641 1.587 -0.334  0.469
C: -2.330 0.776 -1.367  0.166
C: -1.750 -0.548 0.460  0.624
C: -1.523 0.782 0.820  0.099
C: -2.312 -0.601 -0.891  1.286
C: -1.769 3.086 -0.253  -1.640
H: -1.473 3.612 -1.184  0.345
H: -1.132 3.482 0.556  0.431
H: -2.812 3.411 0.005  0.371
C: -1.479 1.218 2.232  -0.973
H: -1.351 2.290 2.363  0.553
H: -0.681 0.686 2.772  -0.326
H: -2.423 0.964 2.737  0.480
C: -1.898 -1.595 1.504  -1.110
H: -2.864 -1.376 2.000  0.596
H: -1.133 -1.514 2.296  -0.185
H: -1.939 -2.633 1.139  0.433
C: -3.033 -1.752 -1.485  -1.127
H: -4.082 -1.463 -1.665  0.339
H: -3.001 -2.604 -0.799  0.381
H: -2.559 -2.062 -2.413  0.075
C: -2.982 1.292 -2.602  -1.018
H: -3.988 1.759 -2.499  0.310
H: -3.079 0.461 -3.313  0.392
H: -2.319 2.068 -3.014  0.398
C: 1.339 0.306 -2.657  0.958
C: 0.189 1.371 -3.102  -0.280
C: -0.258 1.448 -4.484  -1.548
C: -1.125 0.276 -4.987  -1.486
C: -1.142 -0.790 -3.870  -0.006
C: 0.029 -1.631 -3.795  -0.997
C: 1.246 -1.362 -4.617  -1.239
C: 2.047 -0.219 -3.938  -1.357
H: 0.719 1.504 -4.967  0.469
H: -0.729 -0.077 -5.959  0.443
H: -0.768 2.419 -4.534  0.619
H: 2.248 0.561 -4.701  0.617
H: 2.151 0.780 -2.050  -0.259
H: 0.102 2.194 -2.391  0.812
H: 3.066 -0.609 -3.753  0.444
H: 1.856 -2.279 -4.682  0.379
H: -0.077 -2.624 -3.395  0.607
H: 1.019 -1.151 -5.679  0.335
H: -2.128 0.675 -5.201  0.228
H: -2.111 -1.250 -3.722  1.069
P: 1.485 1.577 0.348  1.412
C: 1.384 2.474 1.953  -1.110
H: 2.312 3.026 2.134  0.645
H: 1.267 1.747 2.762  -0.060
H: 0.548 3.180 1.995  0.364
C: 3.140 0.846 0.668  -1.204
H: 3.828 1.656 0.912  0.651
H: 3.512 0.307 -0.202  0.365
H: 3.094 0.170 1.534  0.067
C: 1.914 3.053 -0.688  -1.332
H: 2.166 2.781 -1.718  0.364
H: 2.761 3.592 -0.249  0.570
H: 1.052 3.728 -0.726  0.343
P: 0.714 -2.128 -0.435  1.828
C: -0.209 -3.597 -1.089  -1.507
H: 0.481 -4.436 -1.214  0.607
H: -0.677 -3.377 -2.054  0.221
H: -1.024 -3.875 -0.411  0.270
C: 2.280 -2.283 -1.343  -1.070
H: 2.163 -1.905 -2.354  -0.053
H: 2.590 -3.329 -1.414  0.644
H: 3.045 -1.687 -0.847  0.390
C: 1.254 -2.867 1.163  -1.418
H: 1.635 -3.885 1.016  0.673
H: 0.429 -2.918 1.880  0.337
H: 2.046 -2.270 1.626  0.286
O: 3.078 -0.716 3.500  -0.816
C: 1.870 -0.634 3.847  -0.023
O: 0.857 -0.511 3.085  -0.313
C: 1.577 -0.674 5.338  0.249
C: 0.250 -0.682 5.834  -0.176
C: -0.008 -0.632 7.198  -0.465
C: 1.070 -0.590 8.111  -0.107
C: 2.407 -0.619 7.640  -0.489
C: 2.647 -0.668 6.266  -0.385
N: 0.806 -0.448 9.505  0.925
O: -0.396 -0.388 9.863  -0.576
O: 1.758 -0.380 10.318  -0.566
H: -0.583 -0.727 5.137  0.325
H: -1.021 -0.615 7.583  0.485
H: 3.226 -0.597 8.362  0.472
H: 3.679 -0.696 5.907  0.470

Results
Calculated total energy = -62998.8136 eV
Total charge = +2
Lowest unoccupied orbital energy (spin up / spin down) = -8.34 / -9.75 eV
Gap between HOMO and LUMO (spin up / spin down) = 0.167 / 0.115 Ha
Molar mass = 745.5 g mol⁻¹
2S+1 = 3


Record 2
The following is a DFT calculation (wB97M-V/def2-TZVPD) of a molecular structure, C31H50AuP2 at a distorted geometry.

Last column: Mulliken charge in e.
Element x y z (Å)
Au: 1.257 -0.210 0.895  1.198
C: 3.653 -0.200 -0.341  0.499
C: 3.446 1.183 -0.036  0.865
C: 3.486 0.014 1.971  0.377
C: 3.677 -0.930 0.894  0.426
C: 3.360 1.323 1.384  0.571
C: 3.813 -0.801 -1.688  -1.598
H: 3.398 -0.155 -2.472  0.337
H: 3.320 -1.783 -1.753  0.334
H: 4.876 -0.957 -1.923  0.344
C: 3.980 -2.374 1.054  -1.297
H: 3.739 -2.933 0.141  0.295
H: 3.406 -2.818 1.878  0.297
H: 5.049 -2.536 1.262  0.337
C: 3.567 -0.297 3.420  -1.314
H: 4.611 -0.367 3.762  0.311
H: 3.076 -1.251 3.649  0.214
H: 3.079 0.482 4.020  0.282
C: 3.205 2.592 2.138  -1.550
H: 4.186 2.985 2.444  0.352
H: 2.612 2.452 3.054  0.313
H: 2.723 3.369 1.528  0.324
C: 3.291 2.288 -1.015  -1.668
H: 4.233 2.840 -1.139  0.300
H: 2.531 3.015 -0.684  0.339
H: 2.997 1.914 -2.006  0.354
C: -4.258 -0.158 -3.964  -0.248
C: -3.389 0.420 -4.806  -0.547
C: -3.460 1.816 -5.354  -0.571
C: -4.300 2.835 -4.542  -0.981
C: -3.862 3.018 -3.113  -0.168
C: -4.214 2.317 -2.039  -0.533
C: -5.194 1.180 -1.982  -0.380
C: -5.473 0.449 -3.319  -0.985
H: -3.871 1.784 -6.380  0.344
H: -5.364 2.594 -4.641  0.347
H: -2.439 2.216 -5.454  0.299
H: -6.038 1.109 -3.986  0.346
H: -4.120 -1.217 -3.725  0.393
H: -2.588 -0.193 -5.234  0.514
H: -6.146 -0.390 -3.075  0.426
H: -4.846 0.437 -1.245  0.199
H: -3.837 2.637 -1.056  0.443
H: -6.159 1.553 -1.596  0.413
H: -4.160 3.809 -5.039  0.396
H: -3.185 3.875 -2.980  0.350
P: -0.179 -0.439 -1.084  0.542
P: -0.465 1.238 1.759  0.629
C: -1.815 0.250 -0.549  -0.378
C: -1.960 0.469 0.984  -1.210
H: -2.586 -0.453 -0.908  0.513
H: -1.961 1.203 -1.090  -0.085
H: -2.816 1.130 1.202  0.704
H: -2.127 -0.496 1.497  0.382
C: -0.542 1.171 3.563  -1.068
H: 0.347 1.681 3.957  0.266
H: -0.538 0.128 3.902  0.212
H: -1.436 1.669 3.956  0.486
C: -0.427 2.984 1.242  -1.312
H: -1.411 3.450 1.397  0.477
H: -0.145 3.075 0.183  0.246
H: 0.313 3.517 1.855  0.391
C: -0.393 -2.206 -1.506  -1.439
H: 0.603 -2.606 -1.750  0.343
H: -1.055 -2.350 -2.371  0.448
H: -0.806 -2.759 -0.651  0.426
C: 0.283 0.387 -2.639  -1.043
H: 0.582 1.426 -2.445  0.277
H: -0.556 0.377 -3.352  0.209
H: 1.128 -0.152 -3.085  0.405
C: 0.508 -2.115 1.616  -1.064
C: 0.961 -2.890 2.812  0.702
C: 0.911 -2.402 4.136  -0.128
C: 1.103 -3.262 5.217  -0.888
C: 1.400 -4.617 5.010  -0.527
C: 1.505 -5.100 3.695  -0.682
C: 1.307 -4.250 2.616  -0.409
H: -0.579 -1.977 1.649  0.309
H: 0.754 -2.708 0.728  0.266
H: 0.708 -1.342 4.327  0.191
H: 1.032 -2.881 6.246  0.378
H: 1.547 -5.292 5.856  0.386
H: 1.749 -6.154 3.520  0.383
H: 1.387 -4.639 1.595  0.362

Results
Calculated total energy = -55220.2919 eV
Energy relative to the best compared isomer or geometry (same formula, charge and spin) = 0.00 kcal per mole
Total charge = +1
Lowest unoccupied orbital energy (spin up / spin down) = -1.83 / -3.88 eV
Gap between HOMO and LUMO (spin up / spin down) = 0.264 / 0.230 Ha
Molar mass = 681.7 g mol⁻¹
2S+1 = 3